# 1
Here is a single C4H7NO2 molecule from the OMol25 dataset. Energies are from the ωB97M-V functional and the def2-TZVPD basis.

Geometry as XYZ:
```
14
Properties=species:S:1:pos:R:3:nbo_charge:R:1
C -2.30 -0.44 -0.16 -0.83
C -0.92 -0.12 0.05 0.59
N -0.83 1.18 0.25 -0.85
O 0.08 -1.00 0.13 -0.46
C 1.33 -0.51 0.59 -0.20
C 2.13 0.13 -0.54 0.40
O 3.13 0.77 -0.34 -0.49
H -2.68 -1.40 0.18 0.22
H -2.64 -0.17 -1.16 0.24
H -2.09 1.04 0.21 0.43
H -0.01 1.73 -0.03 0.37
H 1.20 0.21 1.41 0.22
H 1.89 -1.38 0.96 0.23
H 1.72 -0.04 -1.55 0.12
```

The HOMO energy is -8.464 eV. The SMILES is C=C(N)OCC=O. Its LUMO energy is 0.52 eV.


# 2
Here is 2 unconnected molecules or ions with the total composition C4H7NO2 from the OMol25 dataset. Energies are from the ωB97M-V functional and the def2-TZVPD basis.

Geometry as XYZ:
```
14
Properties=species:S:1:pos:R:3:nbo_charge:R:1
C 1.72 -0.84 -1.46 -0.20
N 0.13 -0.05 -0.26 -0.59
C 0.80 -0.43 0.79 0.50
O 1.90 -1.00 0.58 -0.57
C -1.12 0.57 -0.27 0.68
O -1.66 0.85 -1.32 -0.57
C -1.79 0.88 1.06 -0.73
H 2.46 -1.62 -1.33 0.20
H 0.89 -1.12 -2.10 0.21
H 2.11 0.15 -1.65 0.21
H 0.47 -0.27 1.82 0.17
H -1.97 -0.03 1.64 0.23
H -2.74 1.37 0.86 0.25
H -1.17 1.55 1.68 0.23
```

The HOMO energy is -9.726 eV. Its LUMO energy is -0.09 eV.


# 3
Here is a single C4H7NO2 molecule from the OMol25 dataset. Energies are from the ωB97M-V functional and the def2-TZVPD basis.

Geometry as XYZ:
```
14
Properties=species:S:1:pos:R:3:nbo_charge:R:1
C 2.32 -0.32 -0.67 -0.44
N 1.36 0.68 -0.22 -0.47
C 0.14 0.36 -0.23 0.52
C -1.01 1.21 0.25 -0.15
O -2.15 0.54 -0.27 -0.51
C -1.77 -0.80 -0.35 0.23
O -0.38 -0.83 -0.66 -0.51
H 2.00 -0.83 -1.59 0.19
H 3.28 0.18 -0.85 0.20
H 2.47 -1.08 0.10 0.20
H -0.97 2.23 -0.15 0.22
H -1.03 1.25 1.35 0.19
H -2.33 -1.28 -1.16 0.18
H -1.93 -1.32 0.61 0.14
```

The HOMO energy is -9.826 eV. The SMILES is C/N=C1/COCO1. Its LUMO energy is 0.90 eV.


# 4
Here is a single C4H7NO2 molecule from the OMol25 dataset. Energies are from the ωB97M-V functional and the def2-TZVPD basis.

Geometry as XYZ:
```
14
Properties=species:S:1:pos:R:3:nbo_charge:R:1
C -2.31 0.56 -0.24 -0.41
C -0.74 -1.22 0.08 0.32
N -0.97 0.09 0.02 -0.64
O 0.55 -1.55 0.32 -0.51
C 1.56 -0.60 0.69 -0.21
C 2.08 0.13 -0.54 0.42
O 1.74 1.26 -0.82 -0.52
H -3.00 -0.27 -0.08 0.23
H -2.57 1.38 0.44 0.20
H -2.42 0.92 -1.27 0.20
H -0.24 0.80 0.02 0.40
H 1.17 0.13 1.41 0.19
H 2.36 -1.19 1.14 0.21
H 2.77 -0.43 -1.19 0.12
```

The HOMO energy is -8.714 eV. Its LUMO energy is 0.40 eV.


# 5
Here is a single C4H7NO2 molecule from the OMol25 dataset. Energies are from the ωB97M-V functional and the def2-TZVPD basis.

Geometry as XYZ:
```
14
Properties=species:S:1:pos:R:3:nbo_charge:R:1
N -2.22 0.87 -0.97 -0.83
C -1.35 0.12 -0.22 0.68
O -1.65 -0.98 0.19 -0.61
C 0.02 0.78 -0.04 -0.57
C 1.01 0.18 0.93 0.05
C 1.26 -1.25 0.84 -0.10
O 2.10 -0.35 0.14 -0.51
H -3.02 0.37 -1.34 0.40
H -1.89 1.66 -1.51 0.39
H -0.08 1.86 0.05 0.23
H 0.63 0.52 -0.92 0.28
H 1.34 0.75 1.79 0.20
H 0.55 -1.84 0.25 0.21
H 1.76 -1.77 1.64 0.19
```

The HOMO energy is -10.039 eV. The SMILES is NC(=O)C[C@H]1CO1. Its LUMO energy is 0.85 eV.


# 6
Here is a single C4H7NO2 molecule from the OMol25 dataset. Energies are from the ωB97M-V functional and the def2-TZVPD basis.

Geometry as XYZ:
```
14
Properties=species:S:1:pos:R:3:nbo_charge:R:1
H 2.75 1.44 -0.03 0.35
N 2.52 0.51 -0.39 -0.68
C 1.42 0.09 0.05 0.53
C 0.77 -1.23 -0.33 -0.17
O -0.31 -1.33 0.60 -0.50
C -0.68 0.00 0.84 0.36
C -1.69 0.62 -0.23 -0.67
O 0.56 0.71 0.91 -0.50
H 0.38 -1.18 -1.36 0.20
H 1.44 -2.08 -0.24 0.22
H -1.32 0.17 1.67 0.18
H -2.23 1.53 0.10 0.22
H -2.46 -0.12 -0.47 0.23
H -1.15 0.88 -1.13 0.21
```

The HOMO energy is -10.257 eV. The SMILES is [H]/N=C1/CO[C@H](C)O1. Its LUMO energy is 0.90 eV.


# 7
Here is a single C4H7NO2 molecule from the OMol25 dataset. Energies are from the ωB97M-V functional and the def2-TZVPD basis.

Geometry as XYZ:
```
14
Properties=species:S:1:pos:R:3:nbo_charge:R:1
O 1.88 -0.06 -0.65 -0.73
C 0.96 0.08 0.46 -0.09
C 0.19 1.35 0.30 -0.46
N -0.74 0.88 -0.89 -0.58
C -1.03 -0.59 -0.81 -0.36
C -0.04 -1.05 0.27 0.55
O -0.12 -2.11 0.85 -0.53
H 2.31 -0.93 -0.57 0.47
H 1.47 0.02 1.42 0.21
H -0.44 1.59 1.15 0.17
H 0.00 1.21 -1.50 0.47
H -1.58 1.44 -1.02 0.42
H -0.91 -1.14 -1.75 0.24
H -2.05 -0.74 -0.45 0.23
```

The HOMO energy is -7.243 eV. Its LUMO energy is 0.52 eV.


# 8
Here is a molecular structure, C4H7NO2 from the OMol25 dataset. Energies are from the ωB97M-V functional and the def2-TZVPD basis.

Geometry as XYZ:
```
14
Properties=species:S:1:pos:R:3:nbo_charge:R:1
C -1.13 -1.11 0.09 -0.68
C -0.58 0.29 -0.02 0.10
N -1.26 1.34 0.26 -0.12
O -2.53 1.02 0.69 -0.56
C 0.77 0.53 -0.50 0.10
C 2.64 -0.20 -0.25 -0.08
O 1.51 -0.53 -0.90 -0.46
H -2.04 -1.21 -0.50 0.24
H -0.40 -1.85 -0.24 0.23
H -1.39 -1.32 1.13 0.24
H -2.92 1.88 0.88 0.48
H 1.14 1.52 -0.67 0.20
H 3.57 -0.34 -0.79 0.17
H 2.61 -0.03 0.81 0.17
```

The HOMO energy (spin up / spin down) is -7.683 / -8.046 eV. Its LUMO energy (spin up / spin down) is 0.33 / 0.16 eV.


Repeat the third record exactly.
Here is a single C4H7NO2 molecule from the OMol25 dataset. Energies are from the ωB97M-V functional and the def2-TZVPD basis.

Geometry as XYZ:
```
14
Properties=species:S:1:pos:R:3:nbo_charge:R:1
C 2.32 -0.32 -0.67 -0.44
N 1.36 0.68 -0.22 -0.47
C 0.14 0.36 -0.23 0.52
C -1.01 1.21 0.25 -0.15
O -2.15 0.54 -0.27 -0.51
C -1.77 -0.80 -0.35 0.23
O -0.38 -0.83 -0.66 -0.51
H 2.00 -0.83 -1.59 0.19
H 3.28 0.18 -0.85 0.20
H 2.47 -1.08 0.10 0.20
H -0.97 2.23 -0.15 0.22
H -1.03 1.25 1.35 0.19
H -2.33 -1.28 -1.16 0.18
H -1.93 -1.32 0.61 0.14
```

The HOMO energy is -9.826 eV. The SMILES is C/N=C1/COCO1. Its LUMO energy is 0.90 eV.